1) Here is 2 unconnected molecules or ions with the total composition CH3Cl3Si from OMol25. Energies are from ωB97M-V with the def2-TZVPD basis set.

CARTESIAN COORDINATES (ANGSTROEM)
C  -0.648  1.884  -0.622
Si  -0.805  0.376  0.629
Cl  -1.619  3.255  -0.039
Cl  -1.288  1.317  -2.199
Cl  1.275  -4.709  1.639
H  0.345  2.291  -0.833
H  2.074  -4.591  0.650
H  0.666  0.177  0.776

Results
- LUMO (Ha) = -0.046
- HOMO-LUMO gap (eV) = 8.023

---

2) Here is CH3Cl3Si in the gas phase from OMol25. Energies are from ωB97M-V with the def2-TZVPD basis set.

CARTESIAN COORDINATES (ANGSTROEM)
Cl  -1.981  -1.093  -0.531
Si  -0.543  -0.428  0.731
C  1.018  -0.912  -0.304
Cl  1.743  -2.406  0.326
Cl  2.125  0.436  -0.367
H  -0.832  -0.952  2.154
H  -0.279  1.087  0.575
H  0.905  -1.110  -1.427

Results
- SMILES = Cl[SiH2]C(Cl)Cl
- LUMO (Ha) = 0.023
- HOMO-LUMO gap (eV) = 11.079

---

Verdict on stability: 1) comes out at the bottom.

---

1) Here is a molecular structure, C34H23BrN2O7PtS from OMol25. Energies are from ωB97M-V with the def2-TZVPD basis set.

CARTESIAN COORDINATES (ANGSTROEM)
Pt  -0.013  0.376  -0.687
O  0.771  2.369  -2.831
C  0.272  1.394  -3.369
O  -0.066  0.286  -2.795
C  0.027  1.402  -4.862
C  0.429  2.504  -5.605
C  0.225  2.497  -6.973
C  -0.368  1.439  -7.636
C  -0.761  0.366  -6.860
C  -0.577  0.322  -5.490
N  -1.404  -0.781  -7.529
O  -1.821  -1.678  -6.827
O  -1.466  -0.759  -8.742
N  0.660  3.661  -7.767
O  0.505  3.607  -8.970
O  1.151  4.595  -7.169
H  0.891  3.346  -5.112
H  -0.514  1.450  -8.704
H  -0.892  -0.534  -4.913
C  0.797  0.939  0.834
C  1.330  1.395  1.867
C  1.937  1.908  2.955
C  1.103  2.560  3.973
C  -0.244  2.195  4.091
C  -1.057  2.824  5.015
C  -0.544  3.830  5.823
C  0.785  4.212  5.700
C  1.607  3.583  4.781
C  3.397  1.826  3.087
C  4.009  1.754  4.342
C  5.387  1.672  4.442
C  6.168  1.662  3.295
C  5.568  1.715  2.044
C  4.192  1.790  1.938
H  -0.640  1.415  3.453
H  -2.095  2.532  5.102
H  -1.184  4.327  6.540
H  1.180  5.009  6.316
H  2.628  3.916  4.657
H  3.400  1.722  5.236
H  5.852  1.612  5.417
H  7.246  1.612  3.376
H  6.175  1.700  1.148
H  3.720  1.851  0.966
Br  -2.007  1.323  0.244
O  -1.004  -1.850  -1.212
S  -2.347  -2.119  -0.595
C  -2.643  -3.865  -0.846
C  -1.589  -4.767  -0.797
C  -1.845  -6.107  -1.025
C  -3.140  -6.534  -1.299
C  -4.183  -5.623  -1.348
C  -3.934  -4.275  -1.127
C  -2.072  -2.159  1.178
C  -3.164  -2.061  2.025
C  -2.955  -2.039  3.395
C  -1.663  -2.103  3.902
C  -0.578  -2.189  3.041
C  -0.779  -2.216  1.668
H  -0.586  -4.410  -0.605
H  -1.035  -6.823  -0.991
H  -3.331  -7.582  -1.488
H  -5.188  -5.957  -1.568
H  -4.735  -3.547  -1.183
H  -4.165  -1.985  1.619
H  -3.799  -1.959  4.067
H  -1.503  -2.082  4.972
H  0.428  -2.230  3.437
H  0.052  -2.268  0.977

Results
- LUMO (alpha / beta) (Ha) = -0.077 / -0.077
- HOMO-LUMO gap (alpha / beta) (eV) = 6.583 / 6.582

---

2) Here is a molecular structure, C34H23BrN2O7PtS from OMol25. Energies are from ωB97M-V with the def2-TZVPD basis set.

CARTESIAN COORDINATES (ANGSTROEM)
Pt  -0.383  -0.545  0.907
O  -0.022  -0.799  2.922
C  -0.956  0.008  3.267
O  -1.729  0.474  2.398
C  -1.060  0.412  4.691
C  -0.730  -0.480  5.698
C  -0.810  -0.052  7.009
C  -1.185  1.231  7.352
C  -1.480  2.095  6.315
C  -1.428  1.718  4.988
N  -1.861  3.484  6.650
O  -1.868  4.291  5.748
O  -2.038  3.740  7.823
N  -0.466  -0.998  8.090
O  -0.638  -0.628  9.231
O  0.002  -2.069  7.765
H  -0.413  -1.488  5.471
H  -1.245  1.547  8.382
H  -1.646  2.422  4.198
C  1.096  -1.494  0.361
C  2.098  -2.096  -0.045
C  3.192  -2.735  -0.512
C  3.193  -3.192  -1.906
C  2.453  -2.484  -2.858
C  2.427  -2.911  -4.173
C  3.117  -4.058  -4.545
C  3.833  -4.782  -3.601
C  3.879  -4.349  -2.287
C  4.351  -2.914  0.364
C  5.639  -3.048  -0.163
C  6.729  -3.162  0.683
C  6.544  -3.150  2.059
C  5.268  -3.008  2.592
C  4.179  -2.883  1.752
H  1.909  -1.601  -2.551
H  1.860  -2.354  -4.908
H  3.087  -4.396  -5.573
H  4.351  -5.687  -3.888
H  4.412  -4.929  -1.545
H  5.790  -3.021  -1.234
H  7.724  -3.254  0.269
H  7.397  -3.243  2.718
H  5.125  -2.993  3.665
H  3.181  -2.769  2.158
Br  -1.177  -0.107  -1.323
O  0.734  2.576  2.695
S  0.558  2.456  1.217
C  0.670  4.101  0.520
C  1.269  5.115  1.250
C  1.350  6.381  0.690
C  0.836  6.616  -0.579
C  0.223  5.594  -1.290
C  0.128  4.325  -0.736
C  2.114  1.801  0.585
C  2.289  1.586  -0.776
C  3.458  0.989  -1.217
C  4.430  0.593  -0.303
C  4.235  0.802  1.054
C  3.069  1.411  1.506
H  1.645  4.903  2.243
H  1.812  7.187  1.245
H  0.900  7.607  -1.011
H  -0.195  5.786  -2.270
H  -0.376  3.522  -1.262
H  1.514  1.862  -1.480
H  3.612  0.827  -2.276
H  5.339  0.120  -0.653
H  4.989  0.490  1.766
H  2.880  1.576  2.560

Results
- LUMO (Ha) = -0.089
- HOMO-LUMO gap (eV) = 6.277

---

Verdict on stability: 1) comes out at the bottom.

---

1) Here is 14 unconnected molecules or ions with the total composition C5H36N2O13 from OMol25. Energies are from ωB97M-V with the def2-TZVPD basis set.

CARTESIAN COORDINATES (ANGSTROEM)
C  2.102  1.436  1.870
C  3.134  2.463  1.310
C  3.140  2.454  -0.141
C  3.531  1.425  -0.897
N  3.821  1.415  -2.352
C  2.872  1.897  -3.091
N  0.720  1.976  1.945
H  2.290  1.193  2.922
H  1.999  0.422  1.320
H  2.792  3.363  1.676
H  4.164  2.437  1.654
H  2.914  3.414  -0.582
H  3.758  0.352  -0.539
H  2.023  2.391  -2.789
H  2.910  1.947  -4.198
H  0.697  2.831  2.471
H  0.365  2.111  0.979
H  -4.515  -2.018  2.244
H  -3.590  -0.895  2.387
O  -3.663  -1.860  2.376
H  -1.454  0.110  -0.249
H  -1.606  1.065  0.989
O  -1.810  0.194  0.683
H  -0.361  2.709  -1.973
H  -0.183  1.505  -1.399
O  -0.386  2.376  -1.092
H  -0.305  -0.919  1.234
H  -1.086  -1.802  2.241
O  -0.269  -1.720  1.699
H  0.764  -3.269  -3.216
H  1.787  -2.848  -2.184
O  1.268  -2.531  -2.924
H  -3.376  0.340  0.198
H  -4.811  0.023  -0.382
O  -4.373  0.516  0.235
H  2.170  -1.599  0.366
H  1.413  -0.459  -0.134
O  1.699  -1.277  -0.476
H  -3.097  3.308  0.167
H  -1.712  3.119  -0.209
O  -2.293  3.115  0.598
H  -1.257  -1.875  -0.292
H  -1.353  -3.148  0.411
O  -1.609  -2.756  -0.377
H  -1.435  -3.016  -4.014
H  -1.488  -3.287  -2.672
O  -1.194  -3.767  -3.410
H  -2.720  2.515  3.758
H  -3.519  1.404  3.409
O  -2.790  1.587  4.133
H  0.445  -1.152  -2.448
H  -0.897  -0.343  -2.550
O  -0.363  -0.758  -1.992
H  0.953  -2.946  1.717
H  1.858  -3.925  2.112
O  1.407  -3.727  1.312

Results
- LUMO (Ha) = -0.015
- HOMO-LUMO gap (eV) = 8.841

---

2) Here is 13 unconnected molecules or ions with the total composition C5H36N2O13 from OMol25. Energies are from ωB97M-V with the def2-TZVPD basis set.

CARTESIAN COORDINATES (ANGSTROEM)
C  0.741  -1.954  -0.120
N  1.464  -0.815  -0.697
C  2.273  -1.222  -1.873
C  2.493  -0.427  0.341
C  -0.674  -1.499  0.319
N  -0.570  -0.850  1.619
C  -0.825  -1.330  2.853
O  -0.505  -0.648  3.827
H  1.220  -2.488  0.691
H  0.535  -2.612  -0.965
H  3.020  -1.987  -1.711
H  2.801  -0.349  -2.255
H  1.541  -1.413  -2.665
H  1.844  -0.073  1.136
H  3.113  0.386  -0.040
H  3.095  -1.293  0.624
H  -1.120  -0.893  -0.474
H  -1.383  -2.330  0.352
H  -0.125  0.051  1.534
H  -1.371  -2.281  2.911
H  1.586  3.284  -0.039
H  1.578  2.234  1.080
O  1.682  3.184  0.920
H  -4.972  -2.420  1.101
H  -4.267  -2.276  -0.179
O  -4.538  -2.973  0.431
H  1.129  1.152  -1.481
H  1.202  1.723  -2.928
O  1.286  1.966  -1.995
H  1.491  2.020  3.111
H  1.071  0.656  3.298
O  1.528  1.188  2.620
H  -4.309  0.406  1.344
H  -5.171  -0.234  2.460
O  -4.560  -0.433  1.746
H  3.465  -4.551  -0.627
H  2.451  -4.244  -1.809
O  2.785  -3.962  -0.954
H  4.837  2.114  -1.752
H  3.479  2.270  -2.339
O  4.352  1.926  -2.560
H  -3.562  2.583  0.989
H  -2.422  1.617  0.561
O  -2.980  1.880  1.302
H  -0.379  2.476  -1.853
H  -1.450  3.389  -1.004
O  -1.307  2.674  -1.639
H  -1.657  -4.629  2.164
H  -2.744  -3.672  1.569
O  -2.388  -4.040  2.393
H  -0.156  4.410  0.553
H  -0.065  5.738  -0.284
O  -0.531  4.906  -0.186
H  -1.703  1.469  -3.111
H  -1.150  1.274  -4.600
O  -1.178  0.920  -3.712

Results
- LUMO (Ha) = 0.009
- HOMO-LUMO gap (eV) = 9.359

---

Verdict on stability: 1) comes out at the bottom.